[1]
Below is a structure of composition C24H28N4O3, with properties calculated with ωB97M-V/def2-TZVPD.

Calculated values
Highest occupied orbital energy: -0.300 Ha
Charge: 0
Spin multiplicity: 1
Frontier orbital gap: 8.3 eV

Cartesian coordinates (Å):
O: 1.58744 3.83498 0.16571
C: 1.41288 2.70659 -0.28164
N: 2.27579 1.74662 -0.26251
C: 3.47425 1.64687 0.22713
C: 4.26105 2.56198 0.43814
C: 5.36850 2.04654 1.06915
N: 5.25517 0.69369 1.11599
N: 4.10218 0.56110 0.36479
C: 3.66723 -0.81060 0.21443
C: 2.54046 -1.19909 1.18388
C: 1.75903 -2.25152 0.79602
N: 1.41404 -2.30293 -0.74170
C: 2.77676 -2.63810 -1.50236
C: 3.52502 -1.05442 -1.14550
H: 2.92259 -0.36135 -1.78744
H: 4.40528 -1.21658 -1.55126
H: 2.56331 -2.73940 -2.39897
H: 3.35089 -3.35905 -0.99503
C: 0.61578 -3.26343 -1.09697
C: -0.86010 -2.88881 -0.38668
C: -1.67278 -3.77837 0.17369
C: -2.96201 -3.24753 0.90956
C: -3.29249 -1.93625 0.54361
C: -2.55837 -1.15368 -0.10867
C: -1.28511 -1.47927 -1.01306
H: -0.58632 -0.97242 -1.38220
H: -2.82993 -0.38639 -0.50177
O: -4.44721 -1.50239 0.96024
H: -4.73854 -0.77252 0.88222
H: -3.43262 -4.02991 1.42054
H: -1.28108 -4.66713 0.43265
H: 0.44599 -3.41690 -2.25335
H: 0.78166 -4.34808 -0.66106
H: 0.86043 -2.68695 1.30844
H: 2.43135 -3.38036 1.02251
H: 1.80875 -0.14792 1.17595
H: 2.85590 -1.21567 2.05984
H: 4.56967 -1.40846 0.92906
H: 6.30315 2.64789 1.38236
H: 3.87819 3.90684 0.63195
H: 1.84723 0.68011 -0.37625
C: -0.24192 2.38215 -0.58662
C: -1.13509 3.47528 -0.89454
O: -2.38316 3.01226 -1.31608
C: -3.30193 2.64509 -0.53086
C: -2.79847 2.31350 0.88449
C: -3.84938 1.69335 1.73513
C: -5.01777 1.27197 1.19647
C: -5.36470 1.71162 -0.29862
C: -4.55796 2.25940 -0.94626
H: -4.57349 2.40951 -2.09523
H: -6.31442 1.37143 -0.67592
H: -5.72193 1.04729 1.69193
H: -3.66663 1.56964 2.84194
H: -1.90366 2.60305 1.46589
H: -0.62891 4.29880 -1.48361
H: -1.07955 3.99905 -0.04243
H: -0.06317 1.86901 -1.76141
H: -0.51127 1.64981 -0.14570

Force components x, y, z for each atom (eV/Å):
0.6 -0.2 -0.9
-5.9 4.0 2.0
-5.0 -7.7 -2.9
-3.9 -1.8 -2.5
4.8 15.0 4.1
3.0 -0.6 1.0
0.5 2.7 -1.6
2.3 -7.1 3.2
2.1 -1.3 6.8
-3.7 8.1 -6.9
-2.0 -9.4 -3.1
7.5 2.8 1.8
0.4 7.4 10.8
-4.9 -4.5 -4.6
0.5 -0.4 0.9
4.5 0.1 -2.2
-1.6 -1.0 -8.4
0.4 -1.3 0.4
-7.8 -6.2 0.1
2.5 4.3 -7.2
-4.9 4.4 3.4
5.3 -0.9 -4.3
-2.9 -6.0 4.4
12.4 -3.1 -6.2
-8.5 -9.7 11.4
5.1 4.7 -3.3
-4.3 9.6 -3.3
2.1 -15.7 3.6
-4.9 15.6 -2.2
-1.4 -0.2 0.9
0.9 -3.3 0.8
0.4 0.6 2.2
0.5 1.4 -0.7
0.5 1.7 0.0
-1.2 2.8 -0.8
1.4 -2.7 0.4
2.9 -0.4 7.9
-1.8 1.4 -3.3
-1.8 -1.5 -0.2
1.4 -4.8 -1.1
0.8 3.9 -0.1
9.1 4.5 -11.4
1.5 1.2 -1.1
1.8 2.5 -4.7
3.3 -2.4 9.1
-4.6 -0.1 -0.6
2.1 0.8 -0.5
7.4 5.6 -9.8
-9.8 -9.1 12.6
10.5 7.4 -12.2
-0.8 0.0 1.7
-0.2 0.0 0.0
-9.4 -3.6 6.8
-0.1 0.0 -1.4
-0.4 0.0 -1.2
-1.0 -1.5 -0.7
-1.6 2.2 3.8
-0.5 0.8 2.9
-3.8 -9.0 6.4

Atomic partial charges in e from the Mulliken method, atoms 1 to 2: atom 1 (O): -0.675, atom 2 (C): 0.739

---

[2]
Below is a structure of composition C46H121N7O14, with properties calculated with ωB97M-V/def2-TZVPD.

Calculated values
Highest occupied orbital energy: -0.231 Ha
Charge: 0
Spin multiplicity: 1
Frontier orbital gap: 6.0 eV

Cartesian coordinates (Å):
C: 22.98900 -17.27498 27.28903
O: 22.41436 -17.05697 28.54449
C: 23.27433 -16.43519 29.47381
C: 22.43657 -16.27970 30.77780
N: 21.58891 -15.06909 30.61214
C: 20.86482 -14.90542 31.85360
C: 19.66535 -13.94582 31.68788
O: 18.85573 -14.54973 30.74386
C: 17.75196 -13.68307 30.36298
H: 23.02145 -16.32541 26.75483
H: 22.36753 -17.91592 26.66368
H: 24.01255 -17.64934 27.30583
H: 23.61502 -15.43144 29.21981
H: 24.15689 -17.01610 29.74161
H: 23.08798 -16.25773 31.65147
H: 21.78842 -17.15431 30.83321
H: 20.93456 -15.25184 29.86479
H: 21.59775 -14.43706 32.51052
H: 20.48330 -15.85056 32.23995
H: 20.08654 -12.99126 31.37238
H: 19.18594 -13.81995 32.65866
H: 17.84258 -12.63195 30.08902
H: 17.05592 -13.72216 31.20090
H: 17.12085 -14.13871 29.59996
C: 24.44426 -11.50273 25.05073
O: 23.27488 -12.34708 24.92633
C: 23.15849 -13.13599 23.76192
C: 21.81506 -13.94762 23.72594
N: 21.67976 -15.18686 24.55881
C: 21.87504 -15.05514 25.97232
C: 20.98863 -13.99764 26.62396
O: 19.62299 -14.26883 26.47702
C: 18.75189 -13.45919 27.30835
H: 24.61204 -10.98485 24.10642
H: 25.35289 -12.06975 25.25315
H: 24.31708 -10.78402 25.86028
H: 24.01091 -13.80657 23.65345
H: 23.02591 -12.41401 22.95613
H: 21.63109 -14.21281 22.68482
H: 21.00167 -13.25938 23.95566
H: 22.37489 -15.83617 24.21928
H: 22.91140 -14.76566 26.14631
H: 21.66154 -16.00679 26.45899
H: 21.11002 -13.07937 26.04940
H: 21.32278 -13.79432 27.64136
H: 17.71089 -13.73589 27.14149
H: 18.91854 -12.39869 27.11955
H: 18.96156 -13.76695 28.33277
C: 21.59416 -10.58396 31.79101
O: 22.14438 -9.36177 31.24398
C: 22.33356 -9.36962 29.84465
C: 22.73168 -7.95879 29.31570
N: 21.69468 -6.95606 29.51218
C: 20.66406 -7.20076 28.50539
C: 19.46003 -6.29075 28.86363
O: 18.90045 -6.91737 30.00120
C: 17.83127 -6.27520 30.63532
H: 22.32488 -11.39223 31.82008
H: 20.75804 -11.03049 31.25286
H: 21.40459 -10.56386 32.86420
H: 21.39634 -9.68238 29.38431
H: 22.97802 -10.19605 29.54501
H: 22.98888 -8.07451 28.26283
H: 23.58671 -7.56684 29.86652
H: 21.24817 -7.15224 30.39663
H: 20.30786 -8.22539 28.39884
H: 21.01379 -6.79841 27.55465
H: 18.72515 -6.19028 28.06492
H: 19.84332 -5.30865 29.14053
H: 17.49908 -6.82096 31.51843
H: 16.93551 -6.18378 30.02101
H: 18.01177 -5.25460 30.97282
C: 24.01946 -11.78623 30.63863
C: 22.88121 -12.80070 30.78379
C: 21.82130 -12.77367 29.69365
O: 21.07911 -11.56081 29.75566
C: 20.15640 -11.42208 28.76080
N: 23.53683 -14.10484 30.81283
H: 24.78478 -11.91771 31.40357
H: 23.60570 -10.78075 30.71551
H: 24.56210 -11.79547 29.69335
H: 22.32112 -12.65210 31.70700
H: 21.14573 -13.62509 29.77587
H: 22.24944 -12.81182 28.69198
H: 20.63742 -11.49956 27.78577
H: 19.87573 -10.37000 28.71140
H: 19.28741 -12.03771 28.99309
H: 22.80513 -14.79285 30.70625
H: 24.16624 -14.18316 30.02681
C: 18.81148 -9.93247 26.29664
C: 19.66457 -8.71162 26.57412
C: 21.21447 -9.02423 26.59517
O: 21.40025 -10.13000 27.50965
C: 22.81882 -10.45107 27.56833
N: 19.43173 -7.67812 25.56334
H: 19.04523 -10.77353 26.94940
H: 18.90988 -10.31276 25.27987
H: 17.74944 -9.78273 26.49090
H: 19.39334 -8.20049 27.49786
H: 21.72566 -8.13913 26.97381
H: 21.55331 -9.28967 25.59375
H: 23.38360 -9.65236 28.04917
H: 23.33373 -10.65914 26.63042
H: 22.93014 -11.40968 28.07507
H: 19.86579 -8.05717 24.73387
H: 20.12000 -6.95202 25.70177
C: 25.42869 -12.31537 35.93681
C: 26.75394 -11.80624 35.31781
C: 26.57435 -10.79187 34.15077
O: 25.77702 -11.37655 33.19732
C: 25.95242 -10.65194 31.97030
N: 27.73400 -11.40614 36.35190
H: 25.62064 -12.99539 36.76675
H: 24.95843 -12.87976 35.13155
H: 24.81984 -11.53758 36.39775
H: 27.08083 -12.70812 34.80027
H: 27.55593 -10.50815 33.77119
H: 26.26927 -9.79274 34.46184
H: 26.75151 -11.03482 31.33551
H: 26.06090 -9.57530 32.10142
H: 25.03895 -10.77477 31.38843
H: 28.02512 -12.27235 36.78206
H: 28.60295 -11.19420 35.88272
C: 16.83044 -12.00771 31.90666
C: 17.02025 -10.96165 30.78660
C: 17.75440 -11.31665 29.44785
O: 17.78660 -10.18515 28.51346
C: 18.68467 -9.13861 28.79736
N: 15.78244 -10.26944 30.49360
H: 16.22494 -12.83807 31.54339
H: 16.35082 -11.65384 32.81927
H: 17.80764 -12.39975 32.18859
H: 17.54376 -10.15405 31.29828
H: 17.25753 -12.17812 29.00166
H: 18.76131 -11.65969 29.68567
H: 18.44136 -8.64510 29.73829
H: 18.60598 -8.34431 28.05507
H: 19.69568 -9.53799 28.87776
H: 15.04165 -10.91692 30.26533
H: 15.88711 -9.83625 29.58724
C: 26.20947 -13.08980 30.44755
C: 26.51131 -12.15268 29.28437
C: 27.89010 -12.47061 28.70314
O: 25.61889 -12.18199 28.20761
H: 25.18309 -12.93134 30.77852
H: 26.94037 -13.05176 31.25528
H: 26.09307 -14.12468 30.12573
H: 26.58502 -11.17048 29.75124
H: 27.90709 -13.50571 28.36198
H: 28.54551 -12.49211 29.57381
H: 28.27510 -11.80057 27.93443
H: 25.95238 -11.40542 27.75228
C: 20.52308 -12.76821 34.04960
C: 19.74260 -11.52065 33.44046
C: 19.68623 -11.70281 31.86998
O: 18.49991 -11.39219 34.03060
H: 21.60785 -12.80970 33.95135
H: 20.07216 -13.61745 33.53623
H: 20.16221 -12.94402 35.06299
H: 20.31007 -10.62021 33.67561
H: 19.04337 -10.96891 31.38395
H: 19.28157 -12.68099 31.61016
H: 20.70777 -11.65520 31.49275
H: 18.28060 -10.48024 33.82601
C: 23.71946 -12.62465 27.42911
C: 23.89108 -13.99110 28.01223
C: 24.57334 -15.05122 27.24409
O: 24.58554 -13.85249 29.20182
H: 22.83377 -12.52314 26.80193
H: 24.58294 -12.23871 26.88730
H: 23.66023 -11.86121 28.20483
H: 22.90835 -14.41238 28.22405
H: 25.62285 -14.78984 27.10879
H: 23.97958 -15.13150 26.33354
H: 24.42052 -16.03017 27.69840
H: 25.21187 -13.14074 29.05100
C: 25.61603 -13.58694 32.47536
C: 24.55265 -14.35714 33.14157
C: 23.43828 -13.48372 33.66418
O: 23.86086 -15.19488 32.30578
H: 26.24217 -14.22337 31.85007
H: 26.12451 -12.98603 33.22931
H: 25.14745 -12.84641 31.82717
H: 25.09684 -14.96068 33.86800
H: 22.51888 -14.00907 33.92267
H: 23.21868 -12.74267 32.89559
H: 23.68732 -13.04972 34.63254
H: 23.54571 -14.60336 31.61847

Force components x, y, z for each atom (eV/Å):
0.1 -0.2 -1.1
0.1 -0.3 -0.2
-0.9 -0.1 2.4
-1.3 -3.7 -2.7
-4.9 -5.3 0.7
-0.8 0.6 0.4
3.7 -8.5 -0.8
-1.1 0.6 -2.0
-1.2 -3.7 1.0
0.5 -2.1 0.5
-0.2 -0.4 0.4
0.0 -0.7 0.4
-0.7 -2.1 0.0
0.2 -0.5 -0.4
-0.8 -0.3 -0.4
-0.1 -0.2 0.0
-0.3 -0.6 -0.2
-0.5 -0.6 0.2
0.3 -0.3 0.3
3.5 -4.8 -1.5
-0.9 -0.6 -1.0
1.4 -3.5 1.8
1.4 -1.4 -1.0
0.7 -0.5 -0.6
-0.1 -0.8 -2.1
0.6 0.7 0.5
-1.3 0.1 -0.2
0.5 -0.2 1.0
-0.1 0.9 -1.8
-2.0 1.4 0.3
-0.2 0.7 -1.3
-1.4 -0.6 0.4
0.9 -1.5 -0.7
-0.1 0.3 -0.1
0.1 -0.3 -0.2
0.5 -0.2 -1.2
0.2 0.0 -0.3
0.6 -0.2 -0.7
0.2 -0.3 0.0
0.0 0.0 0.3
0.0 -0.3 -0.2
-2.1 0.6 -0.1
-0.8 0.9 -0.6
0.6 0.5 0.2
-0.6 -0.4 -0.1
0.1 -0.1 -0.5
-0.3 -0.6 0.0
0.1 0.4 0.0
5.3 4.8 1.0
0.7 0.6 1.1
-1.2 0.8 0.6
0.4 -0.7 1.7
-0.5 -0.7 -1.0
-0.7 3.2 1.3
0.6 -0.7 0.6
0.0 1.3 1.1
-0.9 0.5 0.2
-0.5 1.9 0.0
3.2 12.7 -3.5
0.6 1.7 -0.9
0.6 1.1 0.5
-0.2 1.3 0.5
0.0 0.7 0.3
0.4 -0.4 -0.1
0.1 0.0 0.5
1.9 1.3 1.2
0.1 0.0 0.2
-0.2 0.0 -0.2
0.0 0.2 -0.1
0.4 -0.4 -0.1
-0.1 -0.2 -0.6
0.6 0.2 0.0
-3.8 1.1 -0.9
0.7 -2.3 -2.1
-0.7 1.2 -1.0
1.4 -1.3 -1.3
1.2 -2.6 -1.5
-4.6 11.2 -5.2
-3.4 0.3 -0.5
0.5 -0.5 0.7
-1.4 0.6 0.7
0.5 -1.2 -0.6
0.2 1.4 -0.3
-0.4 0.0 0.9
-0.9 -2.0 0.5
1.0 -5.6 0.0
3.8 -1.3 -3.0
0.5 2.6 -1.4
-1.1 -1.8 4.7
0.0 -0.5 -0.5
2.1 0.6 -3.0
-1.8 -0.8 0.3
4.2 3.4 -4.0
-2.0 2.6 -0.5
0.5 -0.2 -0.9
0.2 0.6 -0.6
0.3 0.3 -0.3
0.2 0.4 -0.4
2.2 -0.4 -4.3
0.3 -0.6 -0.8
0.1 -0.2 -0.2
0.1 -0.4 -0.7
-2.0 0.6 0.4
-4.4 4.6 -0.1
-0.6 -0.3 -1.0
-0.1 0.8 0.6
1.1 0.5 0.1
-0.6 -0.4 0.0
1.3 0.4 2.5
-0.2 4.0 -0.8
0.3 1.6 0.4
-0.1 -0.1 -0.7
0.3 -0.2 -0.1
0.3 0.5 0.9
-0.2 0.2 -0.5
0.6 -0.1 -0.1
0.6 -0.6 -0.4
-1.0 0.1 0.4
0.4 0.2 1.0
0.4 0.1 0.5
1.9 2.2 1.1
-0.4 -0.3 0.6
0.2 0.7 -0.3
-1.2 0.8 0.3
-1.0 1.4 0.5
-2.8 3.7 1.3
-0.6 -1.8 1.6
-4.1 0.7 3.7
-1.4 0.0 -0.5
-1.0 1.3 0.7
0.0 0.8 -0.3
-1.3 0.3 0.2
0.7 0.0 -0.3
-0.5 1.3 -1.5
-3.1 2.0 2.0
0.1 -1.0 0.1
-3.3 -1.4 2.6
-1.4 4.6 0.6
-0.3 -0.5 0.4
0.3 0.6 -0.1
2.6 -0.4 -3.5
4.9 0.1 0.9
0.2 -0.6 1.2
4.3 3.1 0.0
3.2 -1.1 -2.9
0.5 1.2 -1.5
1.7 0.1 0.3
-0.4 0.3 -0.7
-0.1 0.0 -0.4
0.5 0.3 -0.2
-0.1 0.1 0.0
-0.4 0.2 -0.9
-2.1 0.8 0.1
2.0 -1.5 -0.5
-6.8 2.1 4.2
-0.7 0.1 0.6
-1.1 0.9 0.2
1.3 0.4 1.4
0.5 0.5 0.4
-0.6 -0.2 0.4
1.4 1.0 0.4
-4.4 6.1 1.5
-2.8 -11.1 3.8
-0.7 0.1 0.2
0.2 -2.6 -1.6
-0.3 -0.2 -1.1
1.4 -0.1 -1.1
4.9 1.2 -13.3
0.2 -0.6 0.6
-1.7 -1.3 -0.5
3.6 -4.5 0.3
-0.1 0.5 0.2
0.1 -0.2 -0.3
2.8 -0.2 -0.2
1.4 1.2 0.1
-1.1 -1.7 -0.2
-0.9 -1.5 3.0
-0.8 -1.2 1.1
0.7 0.4 2.0
5.5 -9.6 12.1
-0.7 -0.9 1.8
0.5 -1.8 -0.7
0.7 -2.3 5.1
-0.4 -0.1 0.9
0.9 -0.8 -0.4
0.3 0.0 1.1
-0.7 0.6 -0.7
-0.3 0.1 3.9

Atomic partial charges in e from the Mulliken method, atoms 1 to 2: atom 1 (C): -1.584, atom 2 (O): -0.278

---

[3]
Below is a cluster of 2 separate species, C5H10N3PS in total, with properties calculated with ωB97M-V/def2-TZVPD.

Calculated values
Highest occupied orbital energy (spin up / spin down): -0.289 / -0.289 Ha
Charge: 0
Spin multiplicity: 1
Frontier orbital gap (spin up / spin down): 8.5 / 8.5 eV

Cartesian coordinates (Å):
C: 3.66940 -0.16112 0.53981
C: 2.69820 0.63885 0.03484
C: -0.38712 -0.22480 -1.47360
C: -2.19263 0.63868 1.03836
C: 0.21953 0.12961 -0.02674
N: 3.21445 -1.36462 0.99788
N: 1.97866 -1.31747 0.75521
N: 1.60454 -0.23498 0.12496
P: -0.74988 -0.43464 1.47016
S: 2.61204 2.02501 -0.85220
H: 4.62613 0.23446 0.81615
H: -1.08099 0.52061 -1.65771
H: 0.40075 -0.05047 -2.31170
H: -0.84444 -1.15050 -1.63226
H: -1.71610 1.48688 0.51608
H: -2.72563 1.04307 1.86097
H: -3.04614 0.27227 0.42168
H: 0.52184 1.53070 -0.20616
H: 1.34538 -2.10193 0.93976
H: -0.17115 0.58136 2.20780

Force components x, y, z for each atom (eV/Å):
2.2 -1.4 2.3
-2.3 -1.3 -1.6
3.7 1.3 0.3
-0.5 0.4 -1.4
0.6 2.8 -2.5
2.4 1.7 0.1
-1.6 -2.2 0.2
-1.1 1.5 -0.4
-0.7 0.4 -1.0
-0.1 1.2 0.0
0.5 -0.5 -0.3
-1.7 1.4 -0.4
-1.0 -0.4 1.7
-0.5 -1.7 0.2
-0.6 -0.2 0.1
-0.1 0.3 1.3
1.1 -0.4 0.1
-1.0 -3.6 0.7
0.3 0.6 -0.2
0.4 0.2 0.8

Atomic partial charges in e from the Mulliken method, atoms 1 to 2: atom 1 (C): -0.318, atom 2 (C): 0.148

---

The records above give, respectively, relative energy (zero: lowest compared OMol25 entry of this formula, charge and spin) values of 632.3 1704.4 23.1 kcal/mol.
The records above give, respectively, E_tot values of -37420.797 -88681.700 -29937.542 eV.